A 11-piece molecular cluster, C20H67N5O11 overall at a distorted geometry, computed with ωB97M-V with the def2-TZVPD basis set.

Last column: Löwdin charge in e.
Cartesian coordinates (Å):
O1 0.728 -1.119 -4.438  -0.0311
H1 0.889 -0.828 -3.540  -0.0063
H2 1.216 -0.501 -4.982  0.0456
O2 -0.159 -4.019 -3.391  -0.0502
H3 0.402 -3.796 -2.649  -0.0348
H4 0.295 -3.658 -4.152  0.0235
O3 1.134 -3.620 -0.979  -0.0597
H5 1.605 -4.286 -0.480  0.0400
H6 0.447 -3.316 -0.386  -0.0326
O4 -3.648 0.251 -1.738  -0.0518
H7 -3.444 1.039 -2.242  0.0311
H8 -4.058 0.578 -0.937  -0.0121
O5 -2.853 -1.932 -3.748  -0.0477
H9 -3.228 -1.406 -3.041  -0.0185
H10 -2.027 -2.259 -3.392  -0.0151
O6 -2.781 3.417 -1.472  -0.0440
H11 -3.721 3.574 -1.381  0.0359
H12 -2.485 4.083 -2.092  0.0482
C1 -0.447 5.164 1.875  -0.0582
C2 0.820 6.055 2.010  -0.4256
C3 1.200 7.070 0.895  -0.1723
O7 1.741 6.385 -0.264  -0.1901
C4 1.648 7.204 -1.380  -0.1450
N1 0.820 6.734 3.291  0.0252
H13 -0.521 4.718 0.884  0.0574
H14 -1.260 5.875 2.018  0.0749
H15 -0.461 4.364 2.616  0.0714
H16 1.641 5.341 2.069  0.1262
H17 1.936 7.774 1.283  0.1209
H18 0.325 7.680 0.673  0.1203
H19 2.543 6.941 -1.943  0.0860
H20 1.800 8.269 -1.204  0.0922
H21 0.778 6.927 -1.977  0.0864
H22 1.369 6.211 3.958  0.0712
H23 -0.051 6.698 3.801  0.0645
C5 2.664 -3.041 2.177  -0.0401
C6 1.942 -4.304 2.860  -0.3732
C7 0.673 -3.720 3.595  -0.1867
O8 -0.263 -4.739 3.986  -0.1909
C8 0.245 -5.601 5.053  -0.0809
N2 1.580 -5.217 1.778  0.0370
H24 3.751 -3.129 2.163  0.0724
H25 2.333 -2.102 2.621  0.0592
H26 2.366 -2.926 1.135  0.0336
H27 2.575 -4.842 3.565  0.1209
H28 0.175 -3.196 2.780  0.1008
H29 1.019 -3.045 4.378  0.1245
H30 1.191 -6.140 5.010  0.0816
H31 -0.539 -6.359 5.067  0.0897
H32 0.232 -5.043 5.990  0.0864
H33 2.394 -5.772 1.555  0.0847
H34 0.981 -5.961 2.105  0.0772
C9 -4.038 2.446 1.743  -0.0351
C10 -5.249 1.396 1.702  -0.3848
C11 -6.465 1.747 2.638  -0.2070
O9 -6.051 2.034 3.969  -0.1869
C12 -6.979 2.970 4.602  -0.0772
N3 -5.580 1.388 0.315  0.0209
H35 -4.312 3.445 1.403  0.0756
H36 -3.263 2.143 1.040  0.0325
H37 -3.701 2.617 2.765  0.0742
H38 -4.892 0.415 2.017  0.1312
H39 -7.314 1.064 2.648  0.1232
H40 -6.992 2.594 2.199  0.1107
H41 -6.903 3.022 5.688  0.0818
H42 -8.029 2.741 4.416  0.0887
H43 -6.659 3.983 4.361  0.0866
H44 -5.681 2.368 0.092  0.0776
H45 -6.511 1.005 0.228  0.0937
C13 -0.462 1.378 -0.120  -0.0086
C14 -0.009 -0.036 0.202  -0.2850
C15 -1.167 -1.088 0.053  -0.1134
O10 -0.676 -2.412 0.415  -0.2464
C16 -1.594 -3.449 0.098  -0.0584
N4 0.957 -0.250 -0.870  0.3707
H46 -1.342 1.563 0.495  0.0839
H47 -0.679 1.493 -1.182  0.0937
H48 0.384 2.055 -0.002  0.0982
H49 0.347 -0.149 1.226  0.1841
H50 -1.551 -1.114 -0.967  0.1110
H51 -2.084 -0.908 0.613  0.1401
H52 -2.481 -3.577 0.719  0.1060
H53 -1.062 -4.371 0.332  0.1027
H54 -1.889 -3.296 -0.941  0.1011
H55 1.827 0.149 -0.547  0.1608
H56 1.114 -1.231 -1.052  0.1153
C17 3.915 -2.080 -2.552  -0.0719
C18 5.167 -1.597 -3.318  -0.3899
C19 5.657 -2.757 -4.210  -0.2296
O11 6.964 -2.438 -4.676  -0.1742
C20 7.353 -3.326 -5.688  -0.1125
N5 4.844 -0.315 -4.036  0.0479
H57 4.075 -1.645 -1.566  0.0617
H58 3.787 -3.122 -2.259  0.0736
H59 2.922 -1.777 -2.887  0.0400
H60 6.028 -1.464 -2.663  0.1348
H61 4.833 -2.953 -4.896  0.1286
H62 5.728 -3.675 -3.627  0.1228
H63 7.083 -4.332 -5.366  0.0819
H64 8.418 -3.277 -5.916  0.0959
H65 6.716 -3.176 -6.560  0.0879
H66 4.397 -0.724 -4.844  0.0529
H67 5.585 0.049 -4.619  0.0666

## Properties
Kohn-Sham gap (alpha / beta) = 8.706 / 2.867 eV
Energy = -51785.9615 eV
Energy above the lowest of the compared OMol25 structures with the same formula, charge and spin = 137.8 kJ/mol
Multiplicity = 2
Net charge = +1



A 16-piece molecular cluster, C20H72N10O16 overall at a distorted geometry, computed with ωB97M-V with the def2-TZVPD basis set.

Last column: Löwdin charge in e.
Cartesian coordinates (Å):
C1 1.804 2.044 -4.527  -0.0747
C2 2.669 1.535 -3.428  -0.3273
O1 2.100 1.869 -2.174  -0.1069
H1 0.842 1.485 -4.518  0.0767
H2 2.383 1.967 -5.494  0.0985
H3 1.602 3.080 -4.349  0.0562
H4 3.599 2.019 -3.644  0.0915
H5 2.967 0.474 -3.454  0.0985
H6 2.558 1.410 -1.423  0.0490
C3 -0.150 0.026 -0.638  -0.0393
C4 -0.807 -0.838 0.436  -0.2699
O2 0.277 -1.508 1.072  -0.1126
H7 -0.903 0.516 -1.309  0.0629
H8 0.390 -0.634 -1.281  0.0599
H9 0.391 0.761 -0.095  0.0522
H10 -1.614 -1.440 0.028  0.0750
H11 -1.271 -0.227 1.172  0.0868
H12 0.015 -1.920 1.865  0.0103
C5 -1.221 -2.222 -2.847  -0.0819
C6 -0.814 -1.526 -4.123  -0.2952
O3 -1.852 -0.827 -4.759  -0.0943
H13 -0.307 -2.505 -2.401  0.0508
H14 -1.738 -3.114 -3.007  0.0628
H15 -1.807 -1.664 -2.211  0.0325
H16 -0.294 -2.185 -4.869  0.1274
H17 0.025 -0.837 -3.816  0.1006
H18 -2.708 -1.287 -4.596  0.1240
C7 -3.725 0.258 3.394  -0.0602
C8 -3.279 -1.141 2.898  -0.3332
O4 -3.665 -1.371 1.591  -0.0530
H19 -3.400 0.513 4.391  0.0658
H20 -4.826 0.201 3.406  0.0822
H21 -3.456 1.111 2.777  0.0412
H22 -3.626 -1.871 3.568  0.0897
H23 -2.189 -1.088 3.038  0.0910
H24 -3.980 -2.268 1.466  0.0870
C9 3.667 -0.696 0.452  -0.6442
O5 3.376 0.506 -0.134  -0.0920
N1 4.768 -0.858 1.048  0.1821
N2 3.000 -1.789 0.254  0.1863
H25 5.004 0.032 1.543  0.1453
H26 4.917 -1.539 1.796  0.1354
H27 2.081 -1.856 -0.105  0.0975
H28 3.301 -2.600 0.802  0.1039
C10 1.768 3.859 2.152  -0.6260
O6 1.307 3.012 1.172  -0.0787
N3 2.928 3.719 2.717  0.1107
N4 1.057 4.715 2.786  0.1683
H29 3.696 3.173 2.165  0.1856
H30 3.458 4.575 2.960  0.1449
H31 0.097 4.919 2.427  0.1515
H32 1.152 4.955 3.781  0.1495
C11 -2.891 2.217 -3.754  -0.6090
O7 -3.298 2.244 -5.085  -0.1478
N5 -1.981 1.375 -3.306  0.1697
N6 -3.224 3.220 -2.959  0.1222
H33 -1.757 0.598 -3.976  0.0757
H34 -1.365 1.628 -2.554  0.0531
H35 -3.730 4.065 -3.480  0.1969
H36 -2.740 3.367 -2.071  0.0607
C12 2.254 0.235 3.477  -0.6621
O8 2.275 -1.040 4.064  -0.1618
N7 1.651 0.426 2.341  0.2007
N8 2.875 1.198 4.009  0.1605
H37 1.091 -0.272 1.865  0.0580
H38 1.502 1.362 1.870  0.0857
H39 3.214 1.054 4.982  0.1629
H40 2.828 2.098 3.551  0.0503
C13 3.336 -2.385 -3.164  -0.7033
O9 2.115 -1.799 -3.064  -0.0854
N9 3.992 -2.586 -4.230  0.1607
N10 4.034 -2.690 -2.166  0.1683
H41 3.426 -2.326 -5.067  0.1499
H42 4.706 -3.308 -4.280  0.1266
H43 3.688 -2.183 -1.301  0.0900
H44 4.964 -3.091 -2.132  0.1310
C14 -0.804 2.208 3.825  -0.1849
O10 0.080 1.882 4.842  -0.0777
H45 -1.886 2.142 4.064  0.0748
H46 -0.643 1.443 3.054  0.0772
H47 -0.642 3.153 3.368  0.0302
H48 0.857 1.645 4.343  0.0097
C15 -2.719 2.792 0.596  -0.1000
O11 -3.009 4.008 -0.152  -0.1408
H49 -3.631 2.194 0.624  0.0785
H50 -2.471 3.078 1.596  0.0497
H51 -1.835 2.329 0.111  0.0782
H52 -3.919 4.260 0.003  0.0808
C16 -1.413 -3.523 3.898  -0.1424
O12 -0.340 -2.746 3.403  -0.1490
H53 -2.116 -3.827 3.149  0.0665
H54 -1.957 -3.167 4.759  0.0777
H55 -0.812 -4.421 4.252  0.1110
H56 0.365 -2.977 4.036  0.0935
C17 -3.980 -0.013 -1.589  -0.2431
O13 -4.685 1.131 -1.622  -0.1136
H57 -3.079 0.087 -0.895  0.0738
H58 -3.677 -0.356 -2.580  0.0564
H59 -4.578 -0.854 -1.128  0.0942
H60 -4.101 1.838 -2.036  0.0507
C18 -1.431 -4.017 0.054  -0.1283
O14 -1.316 -5.325 -0.573  -0.1440
H61 -0.887 -3.399 -0.634  0.0451
H62 -1.103 -4.103 1.074  0.0584
H63 -2.496 -3.747 0.168  0.0849
H64 -1.776 -5.309 -1.455  0.0919
C19 -0.153 4.361 -1.825  -0.1212
O15 -0.320 2.972 -1.639  -0.1818
H65 0.348 4.521 -2.798  0.0829
H66 0.531 4.744 -1.047  0.0844
H67 -1.046 4.854 -1.886  0.0328
H68 0.531 2.514 -1.546  0.0341
C20 2.109 -4.198 1.970  -0.1914
O16 3.175 -4.806 1.325  -0.0972
H69 1.605 -5.015 2.497  0.0980
H70 1.417 -3.649 1.328  0.0582
H71 2.415 -3.430 2.646  0.0633
H72 2.822 -5.573 0.890  0.0810

## Properties
Kohn-Sham gap = 7.806 eV
Energy = -69562.6068 eV
Energy above the lowest of the compared OMol25 structures with the same formula, charge and spin = 218.1 kJ/mol
Multiplicity = 1